1.
{"formula": "C28H37N4O", "method": "the ωB97M-V functional and the def2-TZVPD basis", "e_homo_ev": -10.51, "homo_lumo_gap_ev": 7.911, "e_above_lowest_kcal_mol": 48.2, "charge": 1, "elements": ["C", "N", "C", "C", "N", "C", "C", "C", "H", "H", "H", "H", "H", "H", "H", "H", "H", "H", "H", "H", "C", "N", "C", "O", "C", "C", "C", "C", "C", "C", "C", "C", "N", "C", "C", "C", "C", "C", "C", "C", "C", "C", "C", "C", "C", "H", "H", "H", "H", "H", "H", "H", "H", "H", "H", "H", "H", "H", "H", "H", "H", "H", "H", "H", "H", "H", "H", "H", "H", "H"], "xyz": [[3.169, 0.340, -2.374], [3.086, 1.060, -1.096], [4.170, 0.864, -0.097], [3.849, 1.937, 0.938], [2.562, 2.481, 0.458], [2.125, 3.745, 1.007], [2.145, 1.932, -0.695], [0.924, 2.322, -1.569], [3.028, 0.982, -3.258], [4.162, -0.125, -2.479], [2.443, -0.487, -2.419], [4.082, -0.155, 0.356], [5.197, 0.993, -0.526], [3.647, 1.485, 1.918], [4.616, 2.741, 0.957], [1.157, 4.114, 0.632], [2.012, 3.595, 2.083], [2.876, 4.540, 0.844], [1.267, 3.248, -2.133], [0.979, 1.475, -2.196], [-3.841, -3.589, 0.838], [-2.746, -2.654, 0.932], [-1.732, -2.837, 1.841], [-1.657, -3.746, 2.648], [-0.748, -1.690, 1.642], [0.676, -2.168, 1.301], [1.312, -2.992, 2.395], [1.776, -4.281, 2.115], [2.263, -5.079, 3.153], [2.341, -4.560, 4.452], [1.937, -3.245, 4.712], [1.433, -2.453, 3.677], [-1.367, -0.919, 0.574], [-0.647, 0.128, 0.030], [-1.060, 0.909, -1.016], [-0.438, 2.250, -1.246], [-1.159, 2.999, -2.384], [-0.774, 4.330, -2.710], [-1.516, 5.156, -3.598], [-2.680, 4.632, -4.172], [-3.122, 3.322, -3.888], [-2.312, 2.492, -3.089], [-2.616, -1.465, 0.079], [-2.547, -1.895, -1.394], [-3.850, -0.574, 0.303], [-3.671, -4.393, 1.563], [-4.796, -3.074, 1.052], [-3.885, -4.003, -0.186], [-0.701, -1.094, 2.578], [0.603, -2.758, 0.374], [1.308, -1.288, 1.096], [1.707, -4.655, 1.090], [2.574, -6.102, 2.941], [2.731, -5.180, 5.263], [2.002, -2.828, 5.715], [1.101, -1.427, 3.850], [0.204, 0.420, 0.665], [-2.062, 0.683, -1.323], [-0.274, 2.872, -0.259], [0.021, 4.808, -2.139], [-1.193, 6.205, -3.715], [-3.293, 5.304, -4.779], [-4.086, 2.954, -4.237], [-2.671, 1.476, -2.928], [-1.761, -2.656, -1.526], [-3.530, -2.278, -1.694], [-2.293, -1.041, -2.017], [-4.061, -0.484, 1.380], [-3.690, 0.424, -0.107], [-4.704, -1.042, -0.202]], "atomic_forces_ev_per_a": [[-0.25, -0.60, -0.39], [-0.08, -0.19, -0.60], [0.10, -0.39, -0.02], [-0.37, 0.21, -0.02], [-0.73, 0.17, -0.86], [-0.36, 0.55, 0.68], [1.18, 0.45, 0.85], [6.65, -1.20, -2.29], [-0.05, -0.03, 0.56], [-0.32, 0.36, 0.32], [0.12, 0.33, 0.05], [0.14, 0.71, -0.55], [-1.07, -0.20, 0.09], [0.51, 0.42, -0.08], [-0.55, -0.47, 0.29], [0.41, -0.47, -0.12], [-0.01, 0.27, 0.00], [-0.21, -0.44, -0.03], [-0.48, -1.12, 0.78], [0.74, -0.67, -2.03], [-0.45, 0.17, -0.46], [0.89, -0.08, 0.53], [-0.50, -0.24, -0.12], [0.10, 0.60, -0.48], [0.07, 0.12, 0.60], [-0.04, -0.18, -0.24], [0.16, 0.01, -0.21], [-0.27, 0.13, 0.46], [0.06, 0.28, 0.02], [-0.03, 0.06, -0.14], [0.00, 0.04, -0.31], [0.08, -0.53, 0.02], [1.43, 0.76, -0.10], [-1.43, 0.53, -0.19], [0.97, -0.82, 2.30], [-3.13, 2.32, 2.69], [-1.51, 1.31, -0.98], [-1.11, -0.12, 0.07], [0.41, -1.17, 0.84], [-0.36, 0.24, 0.16], [1.49, 0.46, 0.31], [0.32, 0.69, 0.88], [-0.73, -0.87, -0.07], [0.23, -0.07, 0.17], [0.26, 0.05, 0.25], [-0.04, 0.27, -0.20], [0.34, -0.38, -0.02], [-0.07, 0.01, 0.49], [-0.15, -0.31, -0.36], [0.17, 0.17, 0.17], [-0.21, -0.22, -0.03], [0.00, -0.01, 0.39], [-0.03, 0.29, 0.14], [-0.18, 0.20, -0.27], [0.04, -0.18, -0.17], [0.11, -0.30, 0.15], [-0.19, -0.24, -0.50], [0.08, 0.42, -0.55], [-2.43, -0.50, -1.08], [0.00, -0.08, -0.18], [-0.35, -0.74, -0.18], [0.14, -0.36, 0.13], [0.37, 0.08, -0.17], [0.19, 0.29, 0.03], [-0.35, 0.17, 0.01], [0.37, -0.02, -0.07], [-0.12, -0.19, -0.16], [0.07, 0.00, -0.39], [-0.15, -0.04, 0.00], [0.11, 0.26, 0.19]]}

2.
{"formula": "C4H7N2S", "method": "the ωB97M-V functional and the def2-TZVPD basis", "e_homo_ev": -13.63, "homo_lumo_gap_ev": 8.084, "e_above_lowest_kcal_mol": 105.9, "charge": 1, "elements": ["C", "C", "C", "C", "N", "N", "S", "H", "H", "H", "H", "H", "H", "H"], "xyz": [[1.810, -0.861, -0.705], [-1.388, -0.734, 0.258], [1.576, 0.081, -1.515], [-1.931, 0.635, 0.391], [1.693, -1.687, 0.153], [-1.058, 1.401, 1.184], [-0.570, -1.996, 0.657], [2.072, 0.966, -1.341], [1.513, -0.072, -2.637], [-2.071, 1.060, -0.592], [-2.898, 0.584, 0.722], [2.381, -2.187, 0.561], [-0.930, 1.118, 2.154], [-0.200, 1.694, 0.712]], "atomic_forces_ev_per_a": [[0.00, -1.04, 0.66], [2.37, -3.54, 1.97], [-0.19, 0.34, -4.47], [1.79, -0.10, -1.81], [-2.14, 0.88, -0.06], [0.77, 0.70, 0.45], [-3.10, 3.06, -1.27], [0.53, 2.38, 0.87], [-0.30, -0.27, 1.53], [0.29, 0.24, -0.50], [-2.49, -0.30, 1.42], [2.97, -2.23, 1.28], [-0.04, 0.09, -0.52], [-0.46, -0.21, 0.45]]}

3.
{"formula": "C25H16MoN5O2S", "method": "the ωB97M-V functional and the def2-TZVPD basis", "e_homo_ev": [-11.03, -11.27], "multiplicity": 3, "homo_lumo_gap_ev": [6.099, 6.290], "charge": 1, "elements": ["Mo", "C", "C", "C", "C", "N", "C", "N", "C", "N", "C", "N", "C", "C", "C", "C", "C", "N", "C", "C", "C", "C", "C", "C", "H", "H", "H", "H", "H", "H", "H", "H", "H", "H", "H", "H", "O", "C", "O", "C", "C", "C", "C", "C", "C", "S", "H", "H", "H", "H"], "xyz": [[0.057, -0.026, 0.000], [-1.217, 0.678, 4.012], [-0.072, 1.092, 4.709], [1.147, 0.907, 4.114], [1.214, 0.375, 2.809], [0.093, 0.081, 2.087], [-1.085, 0.181, 2.744], [2.411, 0.012, 2.342], [2.691, -0.258, 1.119], [1.967, 0.160, 0.000], [2.691, -0.258, -1.119], [2.411, 0.013, -2.342], [1.214, 0.376, -2.809], [1.147, 0.908, -4.114], [-0.072, 1.092, -4.708], [-1.217, 0.679, -4.013], [-1.085, 0.181, -2.743], [0.093, 0.081, -2.087], [3.847, -1.026, -0.702], [4.779, -1.752, -1.421], [5.699, -2.499, -0.697], [5.699, -2.499, 0.696], [4.778, -1.753, 1.421], [3.846, -1.026, 0.702], [-2.195, 0.749, 4.460], [-0.154, 1.507, 5.701], [2.081, 1.144, 4.598], [-1.960, -0.176, 2.209], [2.081, 1.144, -4.598], [-0.154, 1.508, -5.701], [-2.195, 0.750, -4.460], [-1.960, -0.175, -2.209], [4.768, -1.743, -2.500], [6.429, -3.094, -1.225], [6.428, -3.095, 1.225], [4.768, -1.744, 2.500], [-3.170, -2.443, 0.000], [-2.763, -1.306, 0.000], [-1.487, -1.002, 0.000], [-3.662, -0.117, 0.000], [-5.032, -0.393, 0.000], [-5.962, 0.625, 0.000], [-5.526, 1.943, 0.000], [-4.176, 2.234, 0.000], [-3.222, 1.213, 0.000], [-1.545, 1.784, 0.000], [-5.322, -1.433, 0.000], [-7.016, 0.396, 0.000], [-6.243, 2.748, 0.000], [-3.845, 3.260, 0.000]], "atomic_forces_ev_per_a": [[-2.97, 1.74, 0.00], [0.16, 0.03, 0.08], [-0.17, -0.13, -0.35], [-0.08, 0.01, -0.42], [-1.24, 0.24, 0.34], [0.42, 0.20, 1.84], [-0.60, -0.07, 0.09], [1.54, -0.84, -0.87], [0.15, 0.71, 1.64], [1.46, -0.59, -0.01], [0.16, 0.71, -1.64], [1.55, -0.85, 0.89], [-1.25, 0.25, -0.39], [-0.03, -0.01, 0.48], [-0.20, -0.11, 0.28], [0.17, 0.00, 0.03], [-0.58, -0.03, -0.20], [0.42, 0.20, -1.82], [0.41, -0.20, 0.92], [-0.11, 0.08, 0.03], [-0.02, 0.09, -0.11], [-0.02, 0.07, 0.11], [-0.13, 0.11, -0.06], [0.44, -0.23, -0.91], [-0.07, -0.06, -0.01], [0.03, 0.03, 0.09], [0.06, -0.03, 0.06], [0.13, 0.21, 0.09], [0.05, -0.03, -0.06], [0.03, 0.02, -0.07], [-0.08, -0.06, 0.00], [0.12, 0.20, -0.07], [0.03, -0.04, -0.09], [0.05, -0.03, -0.01], [0.05, -0.03, 0.01], [0.03, -0.04, 0.11], [0.45, 0.55, 0.00], [-1.79, -1.07, 0.00], [0.29, -1.38, 0.00], [0.07, 0.22, 0.00], [0.11, 0.02, 0.00], [0.04, -0.08, 0.00], [0.06, -0.10, 0.00], [0.13, 0.02, 0.00], [-0.01, -0.55, 0.00], [0.90, 0.63, 0.00], [-0.09, -0.05, 0.00], [-0.08, -0.02, 0.00], [-0.05, 0.12, 0.00], [0.06, 0.16, 0.00]]}

4.
{"formula": "C7H19N6P", "method": "the ωB97M-V functional and the def2-TZVPD basis", "e_homo_ev": -17.02, "homo_lumo_gap_ev": 8.844, "e_above_lowest_kcal_mol": 174.1, "charge": 2, "elements": ["C", "C", "C", "C", "C", "C", "C", "N", "N", "N", "N", "N", "N", "P", "H", "H", "H", "H", "H", "H", "H", "H", "H", "H", "H", "H", "H", "H", "H", "H", "H", "H", "H"], "xyz": [[-1.036, 0.335, 1.744], [0.477, 1.525, 0.476], [0.981, -0.881, 1.064], [-2.581, 2.231, -0.788], [-1.753, -2.650, 0.226], [1.709, -1.124, -1.870], [2.792, 0.604, 0.270], [-0.837, 1.437, 0.763], [-0.441, -0.934, 1.211], [-1.750, 1.104, -0.315], [-1.220, -1.354, 0.197], [0.919, -0.150, -1.195], [1.360, 0.246, 0.050], [-2.073, -0.353, -0.881], [-0.476, 0.669, 2.608], [-1.989, 0.178, 2.106], [0.553, 2.333, -0.400], [0.973, 1.996, 1.382], [1.424, -0.721, 2.029], [1.349, -1.814, 0.699], [-3.033, 2.823, 0.031], [-2.174, 2.935, -1.466], [-3.502, 1.737, -1.334], [-2.217, -2.841, 1.179], [-2.456, -2.741, -0.556], [-1.029, -3.486, 0.156], [1.450, -2.200, -1.620], [1.417, -1.299, -2.878], [2.772, -0.790, -1.958], [2.906, 1.233, 1.153], [3.436, -0.283, 0.424], [2.946, 1.114, -0.583], [1.105, 1.122, -1.921]], "atomic_forces_ev_per_a": [[3.61, 0.12, 0.27], [3.48, 3.63, -1.93], [-1.36, 0.27, -0.88], [-3.34, -1.20, -0.25], [0.77, -2.94, 1.18], [1.48, -1.58, -0.37], [-0.40, -1.79, 2.11], [-3.94, -3.25, 0.72], [-0.20, 2.12, 2.58], [0.84, 2.56, -0.05], [-1.29, 1.84, -3.25], [-0.59, 5.07, -4.12], [-0.75, 0.10, 4.02], [0.83, -1.77, 1.10], [0.38, -0.27, 0.29], [-2.30, -0.18, -0.02], [0.49, -1.92, 1.54], [-0.32, -0.91, -1.07], [0.27, 0.59, 0.33], [0.38, -0.53, -0.56], [0.47, -0.70, -0.01], [1.16, 0.30, -0.71], [1.73, 1.02, 0.90], [-0.62, 0.11, 0.39], [-0.93, -0.38, -0.87], [0.06, 0.68, -0.38], [0.94, 1.16, 1.04], [-0.72, 1.08, -1.18], [-0.53, -1.11, 0.45], [-0.22, -0.01, -0.14], [-0.46, 0.41, -0.51], [1.76, 1.95, -2.80], [-0.65, -4.46, 2.17]]}